Formula: C12H37AgN8O6
Source: the Open Molecules 2025 dataset
Level of theory: ωB97M-V/def2-TZVPD

Last column: Mulliken charge in e.
Element x y z (Å)
Ag  -14.32  -9.86  16.63  0.74
C  -11.32  -13.80  19.12  -0.54
O  -12.28  -12.96  18.62  -0.70
H  -10.37  -13.28  19.20  0.21
H  -11.48  -14.32  20.07  0.21
H  -11.33  -14.61  18.39  0.09
C  -10.54  -11.05  12.52  -1.17
C  -11.00  -9.58  12.33  0.23
C  -10.69  -9.04  10.98  -0.81
O  -11.46  -9.58  9.95  -0.33
C  -11.10  -9.13  8.64  -0.79
N  -12.41  -9.69  12.55  -0.73
H  -11.25  -11.81  12.18  0.28
H  -10.43  -11.20  13.60  0.35
H  -9.57  -11.28  12.10  0.33
H  -10.50  -8.86  12.97  0.36
H  -9.61  -9.17  10.87  0.38
H  -10.81  -7.96  11.00  0.43
H  -11.70  -9.62  7.88  0.27
H  -10.11  -9.48  8.34  0.31
H  -11.11  -8.04  8.58  0.31
H  -12.62  -10.30  11.77  0.32
H  -12.88  -8.87  12.20  0.26
C  -19.69  -11.76  18.40  -1.42
C  -18.59  -12.82  18.66  0.50
C  -18.95  -14.24  18.55  -0.89
O  -19.94  -14.55  19.51  -0.32
C  -21.07  -15.19  18.88  -0.78
N  -17.74  -12.45  17.56  -0.71
H  -20.27  -11.83  17.48  0.28
H  -19.52  -10.69  18.48  0.37
H  -20.34  -12.01  19.23  0.37
H  -17.86  -12.66  19.44  0.37
H  -18.15  -14.90  18.89  0.31
H  -19.21  -14.52  17.54  0.50
H  -20.77  -15.95  18.15  0.32
H  -21.70  -14.44  18.40  0.28
H  -21.56  -15.92  19.53  0.31
H  -16.90  -12.89  17.91  0.28
H  -17.87  -12.94  16.69  0.24
C  -14.47  -16.42  14.99  0.67
O  -15.25  -17.13  14.39  -0.67
N  -13.89  -16.85  16.11  -0.39
N  -14.33  -15.15  14.84  -0.38
H  -13.23  -16.21  16.53  0.17
H  -14.20  -17.73  16.49  0.20
H  -14.99  -14.71  14.20  0.21
H  -13.81  -14.61  15.50  0.19
C  -12.14  -7.12  19.93  0.68
O  -13.02  -7.11  19.08  -0.67
N  -11.81  -6.20  20.79  -0.41
N  -11.48  -8.19  20.20  -0.35
H  -12.25  -5.32  20.55  0.22
H  -11.26  -6.21  21.64  0.19
H  -10.78  -8.11  20.92  0.14
H  -11.67  -9.07  19.74  0.18
C  -16.72  -5.35  14.82  0.61
O  -16.71  -6.53  14.90  -0.61
N  -15.71  -4.53  14.76  -0.35
N  -17.85  -4.67  14.58  -0.40
H  -14.76  -4.87  14.87  0.21
H  -15.76  -3.53  14.60  0.17
H  -18.00  -3.71  14.29  0.16
H  -18.74  -5.14  14.66  0.20

The energy above the lowest of the compared OMol25 structures with the same formula, charge and spin comes out at 828.1 kJ/mol. Its charge is 0. For the largest force on an atom, the calculation gives 0.1106 hartree/bohr. For the energy, the calculation gives -1515.596655 hartree. The HOMO-LUMO gap is 3.37 eV. The value obtained for the HOMO energy is -5.8 eV.

***

Formula: C34H56BF15O14P
Source: the Open Molecules 2025 dataset
Level of theory: ωB97M-V/def2-TZVPD

Last column: Mulliken charge in e.
Element x y z (Å)
C  1.35  2.59  6.55  -0.41
C  2.18  3.93  6.04  -0.51
C  3.72  3.54  5.56  -0.43
O  3.77  2.15  5.09  -0.19
C  3.84  2.09  3.59  -0.25
B  4.13  0.52  3.20  -0.23
C  2.87  -0.27  2.49  -0.80
C  1.40  0.02  3.14  0.38
C  0.92  -1.05  4.29  0.61
C  1.90  -1.15  5.60  -1.04
C  -0.55  -0.48  4.85  -0.89
C  -1.78  -0.73  3.79  0.35
C  -3.03  0.25  4.32  -0.86
C  -3.72  1.26  3.48  0.62
C  -5.37  1.11  3.32  -1.01
C  -3.01  2.54  2.72  -0.62
P  5.54  0.57  1.85  0.95
O  5.38  1.91  0.96  -0.66
O  7.14  0.53  2.53  -0.66
O  5.38  -0.77  0.74  -0.57
H  0.30  2.85  7.00  0.34
H  1.93  1.94  7.33  0.23
H  1.20  1.92  5.60  -0.25
H  1.60  4.38  5.12  0.22
H  2.20  4.66  6.98  0.31
H  4.39  3.59  6.54  0.24
H  4.18  4.32  4.81  0.30
H  2.84  2.51  3.11  0.02
H  4.69  2.85  3.29  0.33
H  4.60  -0.05  4.13  -0.17
H  2.83  -0.12  1.31  0.18
H  3.09  -1.43  2.64  0.04
H  0.61  -0.09  2.25  0.00
H  1.24  1.09  3.58  -0.22
H  0.71  -2.14  3.85  0.38
H  1.19  -1.11  6.56  0.36
H  2.38  -2.22  5.62  0.25
H  2.67  -0.27  5.72  0.07
H  -0.87  -1.00  5.87  0.39
H  -0.52  0.68  5.07  -0.01
H  -2.19  -1.84  3.95  0.09
H  -1.52  -0.50  2.67  0.06
H  -3.39  0.18  5.45  0.17
H  -5.69  1.20  2.19  0.22
H  -5.75  0.09  3.79  0.28
H  -5.85  1.97  3.98  0.29
H  -3.52  3.53  3.14  0.30
H  -3.19  2.56  1.55  0.09
H  -1.86  2.58  2.99  0.12
H  7.04  0.57  3.52  0.36
H  5.47  -0.38  -0.20  0.31
C  0.53  3.39  -2.03  -1.24
C  -0.52  3.16  -3.10  0.24
O  -1.24  1.94  -2.84  -0.22
C  -2.26  2.03  -1.92  0.20
O  -2.55  3.07  -1.33  -0.57
C  -2.97  0.69  -1.78  1.10
F  -2.11  -0.36  -1.68  -0.26
F  -3.78  0.42  -2.85  -0.28
F  -3.77  0.63  -0.68  -0.25
H  1.19  2.52  -1.94  0.30
H  1.14  4.27  -2.27  0.40
H  0.07  3.55  -1.05  0.36
H  -0.02  3.03  -4.07  -0.12
H  -1.20  4.01  -3.20  0.35
C  -3.80  -2.66  -3.27  -0.92
C  -4.20  -4.07  -2.86  -0.02
O  -5.51  -4.39  -3.35  -0.33
C  -5.59  -4.79  -4.66  0.36
O  -4.61  -4.88  -5.40  -0.53
C  -7.02  -5.14  -5.03  0.87
F  -7.93  -4.22  -4.58  -0.24
F  -7.41  -6.34  -4.50  -0.25
F  -7.22  -5.24  -6.37  -0.24
H  -4.56  -1.94  -2.94  0.35
H  -2.84  -2.39  -2.83  0.30
H  -3.72  -2.57  -4.35  0.34
H  -4.24  -4.14  -1.77  0.15
H  -3.46  -4.81  -3.20  0.32
C  -3.68  -6.63  3.98  -1.12
C  -4.38  -6.42  2.65  -0.19
O  -3.96  -5.19  2.04  -0.28
C  -2.77  -5.24  1.36  0.15
O  -2.07  -6.25  1.26  -0.53
C  -2.46  -3.89  0.71  1.04
F  -2.67  -2.84  1.56  -0.19
F  -3.24  -3.65  -0.38  -0.44
F  -1.17  -3.78  0.30  -0.25
H  -3.83  -5.76  4.63  0.30
H  -4.06  -7.52  4.48  0.38
H  -2.60  -6.74  3.84  0.31
H  -5.46  -6.34  2.82  0.32
H  -4.23  -7.27  1.97  0.32
C  -1.57  -1.46  -7.70  -1.20
C  -0.89  -0.93  -6.45  -0.01
O  0.01  0.14  -6.78  -0.31
C  -0.56  1.37  -6.95  0.44
O  -1.76  1.59  -6.84  -0.53
C  0.51  2.42  -7.25  0.79
F  1.42  2.00  -8.18  -0.24
F  1.22  2.76  -6.14  -0.22
F  -0.01  3.59  -7.73  -0.25
H  -0.83  -1.75  -8.45  0.32
H  -2.19  -2.33  -7.46  0.37
H  -2.20  -0.70  -8.16  0.32
H  -0.29  -1.73  -6.00  0.36
H  -1.62  -0.61  -5.70  0.17
C  6.22  2.30  -1.76  -0.42
C  5.52  2.51  -3.09  -0.20
O  5.94  3.73  -3.70  -0.31
C  7.13  3.69  -4.38  0.37
O  7.83  2.68  -4.48  -0.53
C  7.44  5.04  -5.02  0.84
F  7.23  6.09  -4.17  -0.24
F  6.66  5.27  -6.12  -0.25
F  8.73  5.15  -5.44  -0.25
H  6.07  3.17  -1.11  0.33
H  5.84  1.41  -1.25  -0.35
H  7.30  2.19  -1.90  0.33
H  4.44  2.59  -2.92  0.27
H  5.67  1.66  -3.76  0.31

Its charge is -1. For the largest force on an atom, the calculation gives 0.0949 hartree/bohr. For the energy, the calculation gives -4246.556900 hartree. The HOMO-LUMO gap is 7.15 eV. The value obtained for the HOMO energy is -5.5 eV.

***

Formula: C26H35MoN2O2P2SeSi
Source: the Open Molecules 2025 dataset
Level of theory: ωB97M-V/def2-TZVPD

Last column: Mulliken charge in e.
Element x y z (Å)
Mo  -0.11  0.56  -1.00  -0.11
O  5.91  -4.45  -1.78  -0.45
C  6.04  -3.25  -1.19  0.54
O  7.00  -2.97  -0.54  -0.49
C  4.90  -2.25  -1.34  0.82
C  5.01  -1.11  -0.55  -0.92
C  4.05  -0.11  -0.61  -0.16
C  2.98  -0.27  -1.47  0.32
C  2.84  -1.40  -2.26  -0.91
C  3.82  -2.39  -2.20  -0.86
N  1.98  0.75  -1.57  -0.12
C  2.32  1.96  -1.79  -0.28
C  1.27  2.98  -1.97  0.29
C  1.57  4.30  -2.20  -0.69
C  0.53  5.18  -2.53  -0.35
C  -0.75  4.68  -2.64  -1.01
C  -0.98  3.34  -2.35  -0.10
N  -0.01  2.50  -2.00  -0.24
H  5.09  -4.55  -2.26  0.28
H  5.87  -1.02  0.11  0.50
H  4.12  0.76  0.03  0.57
H  2.03  -1.48  -2.97  0.69
H  3.73  -3.24  -2.86  0.30
H  3.37  2.22  -1.95  0.60
H  2.59  4.64  -2.15  0.49
H  0.74  6.22  -2.72  0.49
H  -1.58  5.31  -2.94  0.45
H  -1.98  2.93  -2.41  0.53
C  -3.87  0.95  -1.86  -1.35
P  -2.62  0.82  -0.53  1.43
C  -2.96  2.22  0.57  -1.05
C  -3.11  -0.68  0.35  0.11
C  -4.20  -0.72  1.21  -0.78
C  -4.55  -1.92  1.83  -0.86
C  -3.82  -3.07  1.58  -0.85
C  -2.74  -3.04  0.70  -0.74
C  -2.39  -1.85  0.08  0.55
P  -1.02  -1.75  -1.10  1.56
C  0.03  -3.18  -0.82  -1.34
C  -1.72  -1.98  -2.77  -1.45
H  -4.78  1.40  -1.44  0.43
H  -4.12  -0.05  -2.21  0.41
H  -3.55  1.54  -2.71  0.46
H  -4.00  2.21  0.90  0.57
H  -2.78  3.16  0.05  0.40
H  -2.30  2.16  1.44  0.06
H  -4.79  0.16  1.41  0.38
H  -5.40  -1.95  2.50  0.47
H  -4.09  -4.00  2.06  0.48
H  -2.19  -3.95  0.52  0.39
H  0.46  -3.15  0.18  0.40
H  0.84  -3.19  -1.56  0.35
H  -0.56  -4.09  -0.95  0.55
H  -2.69  -2.48  -2.70  0.44
H  -1.05  -2.60  -3.37  0.47
H  -1.87  -1.03  -3.30  0.45
C  -0.33  -0.97  4.55  -0.93
Si  0.23  0.75  4.45  0.40
C  -0.98  2.10  4.40  -0.90
C  2.00  1.13  4.58  -0.92
Se  0.44  0.49  1.21  -0.08
H  -0.15  -1.36  5.56  0.42
H  0.26  -1.60  3.87  0.35
H  -1.39  -1.07  4.32  0.33
H  -1.19  2.42  5.43  0.44
H  -1.92  1.77  3.96  0.27
H  -0.59  2.97  3.87  0.34
H  2.29  1.10  5.64  0.40
H  2.23  2.13  4.20  0.36
H  2.61  0.38  4.07  0.36

Its expectation value of S² is 2.08. The energy above the lowest of the compared OMol25 structures with the same formula, charge and spin comes out at 45.6 kJ/mol. Its charge is +3. For the largest force on an atom, the calculation gives 0.0117 hartree/bohr. For the energy, the calculation gives -4712.716926 hartree. The HOMO-LUMO gap (alpha / beta) is 6.22 / 6.68 eV. As for the multiplicity: 3. The value obtained for the HOMO energy (alpha / beta) is -16.3 / -16.5 eV.

***

Formula: C5H10O2
Source: the Open Molecules 2025 dataset
Level of theory: ωB97M-V/def2-TZVPD

Last column: Mulliken charge in e.
Element x y z (Å)
C  1.84  1.33  0.03  -0.72
O  0.61  0.93  -0.53  -0.33
C  0.31  -0.43  -0.64  -0.02
C  0.50  -1.36  0.57  -0.54
O  -0.89  -1.66  0.61  -0.45
C  -1.19  -0.71  -0.42  0.24
C  -2.01  0.46  0.10  -1.19
H  2.12  0.71  0.89  0.33
H  2.66  1.31  -0.71  0.25
H  1.70  2.35  0.38  0.24
H  0.72  -0.85  -1.58  0.40
H  0.83  -0.87  1.49  0.31
H  1.11  -2.26  0.39  0.24
H  -1.69  -1.21  -1.26  0.36
H  -2.55  0.97  -0.71  0.32
H  -2.72  0.10  0.84  0.32
H  -1.34  1.20  0.56  0.26

The energy above the lowest of the compared OMol25 structures with the same formula, charge and spin comes out at 260.1 kJ/mol. Its charge is 0. For the largest force on an atom, the calculation gives 0.0074 hartree/bohr. For the energy, the calculation gives -346.926382 hartree. The HOMO-LUMO gap is 10.58 eV. Its SMILES is CO[C@H]1CO[C@H]1C. The value obtained for the HOMO energy is -9.6 eV.

***

Formula: C5H9N3O2
Source: the Open Molecules 2025 dataset
Level of theory: ωB97M-V/def2-TZVPD

Last column: Mulliken charge in e.
Element x y z (Å)
N  -2.98  1.83  -1.37  -0.44
C  -2.24  1.08  -0.90  -0.06
C  -1.29  0.13  -0.31  0.75
C  -0.66  0.70  0.98  -0.93
N  0.25  -0.29  1.52  -0.29
C  1.43  -0.66  0.79  0.41
O  2.11  -1.60  1.26  -0.77
O  2.23  0.47  0.30  -0.55
N  0.80  -1.12  -0.68  -0.21
C  -0.20  -0.25  -1.32  -0.95
H  -1.86  -0.77  -0.04  0.22
H  -0.20  1.68  0.76  0.27
H  -1.45  0.89  1.72  0.48
H  0.46  -0.17  2.50  0.25
H  1.75  1.30  0.40  0.33
H  0.44  -2.06  -0.53  0.36
H  1.69  -1.09  -1.25  0.35
H  0.34  0.65  -1.66  0.37
H  -0.62  -0.75  -2.19  0.41

The energy above the lowest of the compared OMol25 structures with the same formula, charge and spin comes out at 135.5 kJ/mol. Its charge is 0. For the largest force on an atom, the calculation gives 0.0455 hartree/bohr. For the energy, the calculation gives -510.638321 hartree. The HOMO-LUMO gap is 9.52 eV. Its SMILES is N#C[C@@H]1CN[C@]([O-])(O)[NH2+]C1. The value obtained for the HOMO energy is -9.3 eV.

***

Formula: C33H53N5O6
Source: the Open Molecules 2025 dataset
Level of theory: ωB97M-V/def2-TZVPD

Last column: Mulliken charge in e.
Element x y z (Å)
C  0.46  3.85  1.81  -0.74
N  0.67  3.72  0.39  0.01
C  2.08  3.61  0.06  -0.75
H  2.57  4.53  0.37  0.42
H  2.20  3.50  -1.02  0.28
H  2.58  2.77  0.55  0.10
C  -0.15  2.67  -0.20  0.26
C  0.37  1.31  0.13  0.68
N  1.23  0.61  -0.54  -0.40
N  1.47  -0.51  0.17  -0.27
C  0.75  -0.43  1.25  0.05
O  0.03  0.70  1.29  -0.35
C  0.65  -1.48  2.31  -0.21
N  0.47  -2.76  1.66  -0.15
C  -0.78  -3.13  1.24  -0.12
O  -1.79  -2.65  1.69  -0.69
C  -0.76  -4.16  0.12  0.39
C  -0.54  -3.37  -1.19  -0.02
C  -0.61  -4.32  -2.39  -1.53
N  -1.88  -5.01  -2.40  0.13
C  -2.93  -4.63  -3.18  0.88
O  -4.03  -5.12  -3.07  -0.66
O  -2.56  -3.71  -4.09  -0.21
C  -3.53  -3.21  -5.04  1.69
C  -4.05  -4.35  -5.92  -1.88
H  -4.70  -3.94  -6.69  0.47
H  -3.22  -4.86  -6.40  0.36
H  -4.61  -5.06  -5.32  0.41
C  -4.67  -2.50  -4.32  -1.68
H  -5.33  -2.04  -5.04  0.48
H  -4.28  -1.74  -3.65  0.30
H  -5.24  -3.22  -3.73  0.40
C  -2.73  -2.21  -5.89  -1.44
H  -2.32  -1.43  -5.25  0.10
H  -1.90  -2.72  -6.38  0.42
H  -3.37  -1.77  -6.64  0.45
C  -2.12  -5.80  -1.22  -1.17
C  -2.08  -4.92  0.04  -0.83
H  -2.90  -4.20  0.01  0.25
H  -2.21  -5.54  0.92  0.49
H  -3.10  -6.27  -1.33  0.54
H  -1.36  -6.58  -1.16  0.39
H  -0.49  -3.77  -3.32  0.47
H  0.19  -5.07  -2.32  0.38
H  -1.32  -2.62  -1.28  0.01
H  0.42  -2.86  -1.17  0.62
H  0.07  -4.86  0.27  0.48
H  1.26  -3.07  1.11  0.44
H  -0.24  -1.28  2.91  0.42
C  1.92  -1.47  3.17  -1.77
C  2.26  -0.05  3.55  0.56
C  1.55  0.61  4.55  -0.30
C  1.81  1.93  4.85  -0.55
C  2.80  2.63  4.16  0.18
C  3.51  1.97  3.16  -0.50
C  3.24  0.65  2.86  -0.29
H  3.78  0.16  2.06  0.36
H  4.26  2.51  2.60  0.49
O  3.00  3.96  4.39  -0.36
C  3.97  4.35  5.39  1.74
C  3.58  3.81  6.77  -1.63
H  3.60  2.73  6.78  0.35
H  2.57  4.15  7.03  0.36
H  4.27  4.18  7.52  0.46
C  3.93  5.87  5.38  -1.79
H  4.19  6.24  4.39  0.40
H  2.93  6.22  5.62  0.39
H  4.63  6.27  6.10  0.40
C  5.36  3.85  5.01  -1.63
H  6.09  4.22  5.73  0.47
H  5.40  2.76  5.01  0.35
H  5.64  4.21  4.02  0.35
H  1.23  2.44  5.61  0.48
H  0.77  0.08  5.09  0.45
H  1.76  -2.08  4.06  0.44
H  2.74  -1.90  2.59  0.30
H  -1.15  2.76  0.23  0.52
C  -0.29  2.86  -1.73  -1.35
O  -1.59  2.53  -2.15  -0.44
C  -1.79  1.44  -3.06  2.02
C  -3.30  1.46  -3.32  -2.00
H  -3.59  2.42  -3.71  0.51
H  -3.57  0.68  -4.03  0.29
H  -3.83  1.29  -2.39  0.43
C  -1.04  1.67  -4.38  -1.72
H  -1.36  0.94  -5.12  0.39
H  0.03  1.58  -4.25  0.33
H  -1.26  2.67  -4.76  0.44
C  -1.38  0.10  -2.45  -1.31
H  -0.30  0.04  -2.30  0.39
H  -1.87  -0.03  -1.49  0.55
H  -1.68  -0.72  -3.10  0.10
H  -0.14  3.92  -1.94  0.36
H  0.48  2.27  -2.24  0.35
H  0.70  2.94  2.38  0.12
H  1.09  4.66  2.19  0.40
H  -0.58  4.11  1.99  0.24

The energy above the lowest of the compared OMol25 structures with the same formula, charge and spin comes out at 7.8 kJ/mol. Its charge is 0. For the largest force on an atom, the calculation gives 0.0278 hartree/bohr. For the energy, the calculation gives -2014.532101 hartree. The HOMO-LUMO gap is 9.22 eV. The value obtained for the HOMO energy is -8.6 eV.

***

Q: What is the charge in the first record?
A: 0

***

Q: What is the formula in the fourth record?
A: C5H10O2

***

Q: What is the formula in the third record?
A: C26H35MoN2O2P2SeSi

***

Q: Look up the energy of the second one.
A: -4246.556900 hartree